[1]
Below is a molecular structure, C31H58Be2Cl6F2N4O16S in a non-equilibrium geometry, with properties calculated with ωB97M-V with the def2-TZVPD basis set.

Results
orbital gap	1.24	eV
highest occupied orbital energy	-7.1952	eV

Element x y z (Å)
1 C 4.70 2.29 0.77
2 C 5.16 1.06 -0.15
3 S 4.68 -0.59 0.56
4 C 3.40 -1.15 -0.69
5 N 2.00 -1.13 -0.08
6 C 1.80 0.11 0.70
7 C 0.27 0.55 0.78
8 C -0.08 1.78 -0.19
9 C -1.11 1.35 -1.31
10 C -2.55 0.93 -0.75
11 C -3.44 2.21 -0.47
12 O -4.71 1.74 0.04
13 C -4.54 1.49 1.44
14 C -4.48 2.76 2.40
15 O -4.41 0.34 1.85
16 C 1.04 -1.12 -1.24
17 C 1.27 -2.07 -2.49
18 C -0.24 -2.54 -2.86
19 C -1.04 -1.35 -3.57
20 N -2.48 -1.24 -3.21
21 C -2.59 -0.92 -1.76
22 C -3.26 -2.41 -3.52
23 C -4.68 -2.46 -2.79
24 O -2.96 -3.31 -4.31
25 C 1.89 -2.42 0.68
26 C 1.08 -2.35 2.05
27 N 1.17 -3.68 2.68
28 C 1.13 -3.62 4.17
29 C -0.20 -2.99 4.77
30 C 0.25 -4.66 2.12
31 C -1.20 -4.37 1.56
32 O 0.63 -5.84 2.12
33 H 5.29 2.27 1.74
34 H 3.58 2.38 0.90
35 H 5.03 3.23 0.21
36 H 4.61 1.20 -1.15
37 H 6.28 1.12 -0.37
38 H 3.73 -2.21 -0.96
39 H 3.49 -0.52 -1.62
40 H 2.35 0.94 0.14
41 H 2.23 0.14 1.74
42 H -0.47 -0.30 0.68
43 H 0.11 0.96 1.83
44 H 0.82 2.26 -0.67
45 H -0.56 2.62 0.43
46 H -1.31 2.29 -1.94
47 H -0.70 0.59 -2.05
48 H -3.06 0.41 -1.64
49 H -2.51 0.21 0.11
50 H -3.67 2.73 -1.47
51 H -2.93 2.97 0.19
52 H -5.00 3.60 1.84
53 H -3.37 3.05 2.44
54 H -4.92 2.58 3.42
55 H 0.02 -1.44 -0.83
56 H 1.04 -0.06 -1.64
57 H 1.85 -3.02 -2.27
58 H 1.70 -1.51 -3.38
59 H -0.74 -3.00 -1.95
60 H -0.11 -3.38 -3.62
61 H -0.46 -0.39 -3.34
62 H -0.93 -1.50 -4.70
63 H -1.60 -0.46 -1.44
64 H -2.74 -1.84 -1.10
65 H -3.40 -0.14 -1.63
66 H -5.32 -3.32 -3.16
67 H -5.21 -1.43 -2.85
68 H -4.54 -2.65 -1.67
69 H 1.42 -3.28 0.08
70 H 2.93 -2.81 0.95
71 H 0.01 -1.99 1.89
72 H 1.52 -1.61 2.81
73 H 2.06 -3.12 4.60
74 H 1.19 -4.70 4.53
75 H -1.09 -3.50 4.28
76 H -0.24 -3.30 5.87
77 H -0.21 -1.87 4.64
78 H -1.94 -4.38 2.41
79 H -1.45 -5.23 0.85
80 H -1.24 -3.42 0.93
81 C 0.73 1.30 -5.02
82 C 2.12 1.42 -5.58
83 O 2.79 2.23 -4.61
84 C 2.13 2.08 -3.44
85 O 2.52 2.48 -2.38
86 O 0.96 1.41 -3.61
87 H 0.26 0.35 -5.26
88 H 0.08 2.11 -5.33
89 H 2.63 0.46 -5.65
90 H 2.13 1.90 -6.56
91 C -4.10 -1.20 4.50
92 Cl -2.58 -0.37 4.86
93 Cl -4.10 -2.85 5.15
94 H -4.92 -0.65 4.94
95 H -4.23 -1.25 3.42
96 F 6.87 0.24 -1.77
97 C -3.22 4.42 5.90
98 N -2.38 4.98 4.81
99 O -1.73 4.19 4.15
100 O -2.41 6.18 4.66
101 H -3.10 3.34 5.91
102 H -2.88 4.86 6.84
103 H -4.26 4.69 5.69
104 Be -4.26 1.78 -2.77
105 O 9.37 -1.83 -0.38
106 Cl 10.17 -0.63 -0.36
107 O 10.46 -0.21 -1.71
108 O 11.41 -0.89 0.34
109 O 9.45 0.42 0.33
110 C 1.63 4.77 4.90
111 Cl 0.92 3.16 5.13
112 Cl 1.44 5.74 6.37
113 Cl 3.33 4.62 4.45
114 H 1.10 5.27 4.09
115 F -5.88 0.25 -2.73
116 Be -4.29 0.01 -4.82
117 C -1.50 -0.42 -7.12
118 O -0.63 0.41 -6.83
119 O -1.42 -1.25 -8.06
120 O -2.60 -0.57 -6.51

[2]
Below is a molecular structure, C31H58MnN2O6P4, with properties calculated with ωB97M-V with the def2-TZVPD basis set.

Results
orbital gap (alpha / beta)	5.92 / 6.96	eV
highest occupied orbital energy (alpha / beta)	-16.2281 / -16.2293	eV
net charge	+3
spin multiplicity	5

Element x y z (Å)
1 Mn -0.17 -0.08 0.14
2 C 5.94 1.50 -1.32
3 C 5.41 0.12 -1.04
4 C 6.38 -0.76 -0.29
5 O 4.18 0.21 -0.17
6 P 2.79 0.81 -0.37
7 O 1.76 -0.20 0.15
8 C 2.68 2.33 0.58
9 P 0.97 2.76 1.01
10 O -0.01 1.84 0.24
11 O 0.62 4.23 0.79
12 C 0.83 5.19 -0.35
13 C 0.68 4.47 -1.67
14 C 2.16 5.89 -0.17
15 O 0.99 2.49 2.53
16 C -0.13 2.42 3.52
17 C -0.81 1.08 3.36
18 C -1.07 3.60 3.41
19 O 2.49 1.34 -1.79
20 C 2.25 0.74 -3.13
21 C 1.89 -0.73 -3.04
22 C 3.44 1.01 -4.01
23 H 6.76 1.43 -2.03
24 H 6.33 1.96 -0.41
25 H 5.18 2.16 -1.76
26 H 5.10 -0.37 -1.96
27 H 6.73 -0.26 0.62
28 H 7.25 -0.96 -0.93
29 H 5.92 -1.71 -0.02
30 H 3.17 3.12 0.01
31 H 3.19 2.21 1.54
32 H 0.02 5.89 -0.21
33 H 1.43 3.68 -1.78
34 H 0.84 5.18 -2.48
35 H -0.31 4.03 -1.78
36 H 3.00 5.25 -0.47
37 H 2.30 6.20 0.87
38 H 2.18 6.78 -0.79
39 H 0.40 2.44 4.46
40 H -1.54 1.11 2.56
41 H -1.32 0.80 4.28
42 H -0.05 0.31 3.17
43 H -1.62 3.59 2.47
44 H -0.52 4.54 3.49
45 H -1.79 3.56 4.23
46 H 1.40 1.30 -3.50
47 H 2.68 -1.31 -2.55
48 H 1.76 -1.13 -4.05
49 H 0.96 -0.89 -2.50
50 H 4.30 0.39 -3.74
51 H 3.72 2.06 -3.97
52 H 3.17 0.78 -5.04
53 C -3.87 -0.09 0.74
54 P -2.53 -0.13 -0.47
55 C -2.76 -1.76 -1.29
56 N -3.87 -1.99 -1.94
57 C -4.02 -3.19 -2.55
58 C -5.19 -3.47 -3.29
59 C -5.31 -4.67 -3.92
60 C -4.27 -5.65 -3.84
61 C -3.13 -5.41 -3.13
62 C -2.98 -4.18 -2.47
63 N -1.86 -3.92 -1.76
64 C -1.76 -2.76 -1.18
65 P -0.29 -2.47 -0.15
66 C 1.07 -3.24 -1.06
67 C -0.51 -3.41 1.44
68 C -0.86 -4.86 1.16
69 C -1.64 -2.75 2.23
70 C 0.83 -3.29 2.19
71 C -2.84 1.27 -1.69
72 C -4.14 1.11 -2.47
73 C -1.63 1.28 -2.65
74 C -2.91 2.58 -0.88
75 H -4.79 -0.28 0.18
76 H -3.93 0.88 1.24
77 H -3.74 -0.86 1.50
78 H -5.97 -2.72 -3.33
79 H -6.20 -4.89 -4.49
80 H -4.40 -6.59 -4.35
81 H -2.34 -6.15 -3.06
82 H 0.92 -4.31 -1.00
83 H 2.03 -2.97 -0.63
84 H 1.03 -2.94 -2.11
85 H -1.82 -4.97 0.65
86 H -0.94 -5.37 2.12
87 H -0.10 -5.39 0.58
88 H -2.61 -2.91 1.74
89 H -1.49 -1.68 2.36
90 H -1.70 -3.19 3.23
91 H 1.60 -3.92 1.74
92 H 0.70 -3.62 3.22
93 H 1.21 -2.26 2.22
94 H -4.17 0.20 -3.07
95 H -4.20 1.96 -3.15
96 H -5.02 1.14 -1.83
97 H -1.59 0.37 -3.25
98 H -0.68 1.40 -2.11
99 H -1.72 2.13 -3.33
100 H -3.83 2.62 -0.28
101 H -2.96 3.41 -1.58
102 H -2.06 2.73 -0.23